Record 1
C6H6ClF | ωB97M-V/def2-TZVPD

SMILES string = CC1=C[C@@](F)(Cl)C=C1
Kohn-Sham gap = 8.9 eV
Energy above the lowest of the compared OMol25 structures with the same formula, charge and spin = 23.3 kJ/mol
Multiplicity = 1
E_HOMO = -8.9 eV
Lowest unoccupied orbital energy = -0.001 Eh

The geometry in XYZ format:
```
14
Properties=species:S:1:pos:R:3:lowdin_charge:R:1
C -3.0549 -0.6133 -0.0057 -0.047
C -1.6122 -0.2043 0.0187 -0.272
C -0.4697 -0.7760 0.4891 -0.029
C 0.6921 0.1460 0.3103 -0.809
F 1.3206 0.5166 1.5054 -0.027
Cl 1.9831 -0.6088 -0.6821 0.678
C 0.0811 1.3006 -0.4230 -0.067
C -1.2349 1.0629 -0.5691 -0.045
H -3.2867 -1.1043 -0.9657 0.086
H -3.4082 -1.2668 0.8862 0.112
H -3.6435 0.3237 0.0269 0.078
H -0.4463 -1.7104 0.9562 0.102
H 0.6541 2.1801 -0.6759 0.115
H -1.8772 1.7817 -1.1030 0.125
```

Record 2
C4H7NO2 | ωB97M-V/def2-TZVPD

Kohn-Sham gap = 9.9 eV
Energy above the lowest of the compared OMol25 structures with the same formula, charge and spin = 548.4 kJ/mol
Multiplicity = 1
E_HOMO = -9.4 eV
Lowest unoccupied orbital energy = 0.017 Eh

The geometry in XYZ format:
```
14
Properties=species:S:1:pos:R:3:lowdin_charge:R:1
C 1.4878 -0.4118 -0.6503 -0.010
C 0.2334 -0.2865 0.0831 -0.309
N 0.3195 -0.0533 1.3593 0.020
O 1.5929 -0.0001 1.7848 -0.142
C -1.0887 -0.0797 -0.5826 -0.250
C -2.2810 0.2450 0.2021 -0.115
O -1.6136 1.2474 -0.5463 -0.024
H 2.1736 -1.1592 -0.2524 0.087
H 1.4048 -0.4043 -1.7416 0.091
H 2.2299 0.6215 -0.1751 0.148
H 2.2070 0.5717 0.9628 0.139
H -1.2204 -0.5707 -1.5476 0.143
H -3.2568 -0.0564 -0.1783 0.113
H -2.1884 0.3365 1.2819 0.109
```

Among the records above, which one has the highest Kohn-Sham gap? C4H7NO2